No. 1
Entry from the OMol25 dataset: 2 unconnected molecules or ions with the total composition CH5PS in a non-equilibrium geometry (wB97M-V/def2-TZVPD).

The calculation puts the electronic energy at -780.5434 a.u. The SMILES is C=S.P. Its HOMO-LUMO gap is 8.4 eV. Its net charge is 0. The relative energy (zero: lowest compared OMol25 entry of this formula, charge and spin) comes out at 49.7 kcal per mole.

Last column: Mulliken charge in e.
Cartesian coordinates (Å):
C  0.05887  0.60533  2.87989  -0.40
S  -0.07864  2.17934  2.61067  -0.18
H  0.89320  -0.14534  2.70058  0.29
H  -0.64278  0.11851  3.54723  0.28
P  -0.54515  -0.93001  -0.34984  -0.14
H  -0.26191  -2.34172  0.02295  0.06
H  -1.55165  -1.14959  0.48698  0.04
H  -1.35993  -1.31033  -1.36513  0.05

***

No. 2
Entry from the OMol25 dataset: 2 unconnected molecules or ions with the total composition CH5PS in a non-equilibrium geometry (wB97M-V/def2-TZVPD).

The calculation puts the electronic energy at -780.5090 a.u. Its HOMO-LUMO gap (spin up / spin down) is 7.7 / 7.4 eV. Its net charge is 0. The relative energy (zero: lowest compared OMol25 entry of this formula, charge and spin) comes out at 71.2 kcal per mole.

Last column: Mulliken charge in e.
Cartesian coordinates (Å):
C  -0.14271  0.05425  0.96672  -0.84
P  -1.35964  0.52400  -1.45327  0.00
S  1.59077  0.17752  0.69240  -0.09
H  -0.56287  -0.86634  1.08547  0.44
H  -0.49263  0.82265  1.54004  0.34
H  -0.62403  -0.62383  -1.41298  0.00
H  -0.22411  1.03425  -1.95304  0.02
H  1.81522  -1.12251  0.53466  0.13

***

No. 3
Entry from the OMol25 dataset: 2 unconnected molecules or ions with the total composition CH5PS2 in a non-equilibrium geometry (wB97M-V/def2-TZVPD).

The calculation puts the electronic energy at -1178.7853 a.u. The SMILES is CP=S.S. Its HOMO-LUMO gap is 7.6 eV. Its net charge is 0. The relative energy (zero: lowest compared OMol25 entry of this formula, charge and spin) comes out at 38.6 kcal per mole.

Last column: Mulliken charge in e.
Cartesian coordinates (Å):
C  2.04349  -2.01904  -0.13998  -0.89
P  1.37100  -0.21732  -0.00326  0.21
S  -0.49423  -0.27127  0.45759  -0.22
H  2.97360  -2.08164  -0.65504  0.35
H  2.45086  -2.15919  0.92415  0.25
H  1.37821  -2.75635  -0.53365  0.30
S  -2.74584  2.76718  0.20240  -0.29
H  -4.13619  3.06604  0.48396  0.16
H  -2.84091  3.67158  -0.73616  0.13

***

No. 4
Entry from the OMol25 dataset: 2 unconnected molecules or ions with the total composition CH5S3 in a non-equilibrium geometry (wB97M-V/def2-TZVPD).

The calculation puts the electronic energy at -1235.6953 a.u. Its HOMO-LUMO gap is 6.1 eV. Its net charge is -1. The relative energy (zero: lowest compared OMol25 entry of this formula, charge and spin) comes out at 7.5 kcal per mole.

Last column: Mulliken charge in e.
Cartesian coordinates (Å):
S  3.13343  -0.35802  0.74673  -0.37
H  3.73381  0.59946  0.03639  0.08
C  -1.90158  -0.38389  -0.60787  -0.79
S  -0.77944  -0.50592  0.86904  -0.17
S  0.06939  1.37289  0.91536  -0.63
H  -1.54765  0.41736  -1.26094  0.24
H  -1.69041  -1.27470  -1.19618  0.28
H  -2.85802  -0.09199  -0.19147  0.24
H  1.84046  0.22480  0.68893  0.11

***

Look up the relative energy (zero: lowest compared OMol25 entry of this formula, charge and spin) of the third one. 38.6 kcal per mole